# 1
{"formula": "C5H12O2", "method": "wB97M-V/def2-TZVPD", "e_homo_ev": -10.01, "smiles": "COCC=O.[H][H].C=C", "max_force_ev_per_a": 0.52, "e_above_lowest_ev": 3.466, "lumo_ha": 0.035, "charge": 0, "species": ["C", "O", "C", "C", "O", "H", "H", "H", "H", "H", "H", "H", "H", "C", "C", "H", "H", "H", "H"], "xyz": [[3.20254, 0.58539, 0.55129], [1.88052, 0.13302, 0.71821], [0.96436, 1.18390, 0.84562], [-0.43075, 0.60911, 0.96238], [-1.39826, 1.30946, 1.13829], [3.53648, 1.17448, 1.41869], [3.30643, 1.20601, -0.35182], [3.83552, -0.29859, 0.45224], [0.98697, 1.85500, -0.02977], [1.16712, 1.80162, 1.73593], [-0.50710, -0.49248, 0.86648], [0.50318, -1.07029, -1.79272], [0.93441, -0.84721, -1.22621], [-2.68361, -1.52853, -1.36041], [-3.30916, -0.85267, -0.40276], [-2.03157, -1.03445, -2.07757], [-2.80559, -2.60259, -1.47809], [-3.96887, -1.34980, 0.30450], [-3.18262, 0.21865, -0.27428]], "forces_ev_per_a": [[0.28, 0.05, -0.01], [-0.03, -0.06, 0.04], [-0.12, 0.17, 0.02], [-0.28, 0.32, 0.08], [0.42, -0.30, -0.06], [-0.06, -0.09, -0.11], [-0.05, -0.09, 0.12], [-0.07, 0.14, 0.02], [-0.01, -0.09, 0.09], [-0.03, -0.09, -0.10], [-0.01, 0.12, 0.01], [0.06, 0.03, 0.04], [-0.05, -0.07, -0.12], [-0.11, 0.08, 0.08], [0.06, -0.08, -0.13], [-0.10, -0.05, 0.14], [0.01, 0.14, 0.04], [0.10, 0.04, -0.10], [-0.02, -0.17, -0.04]]}

***

# 2
{"formula": "C20H27N6NiO", "method": "wB97M-V/def2-TZVPD", "multiplicity": 3, "e_homo_ev": [-10.79, -10.79], "max_force_ev_per_a": 0.60, "e_above_lowest_ev": 0.604, "lumo_ha": [-0.106, -0.113], "charge": 1, "species": ["Ni", "C", "C", "N", "C", "C", "N", "C", "C", "N", "H", "H", "H", "H", "H", "H", "H", "H", "H", "H", "H", "H", "H", "H", "H", "C", "C", "N", "N", "C", "O", "C", "C", "C", "C", "C", "C", "C", "C", "C", "C", "C", "N", "H", "H", "H", "H", "H", "H", "H", "H", "H", "H", "H", "H"], "xyz": [[-0.39644, -0.56794, -0.38624], [2.00403, -2.21551, -1.36343], [2.39662, -1.18771, -0.30440], [1.32936, -0.91279, 0.66724], [1.02518, -1.92645, 1.69471], [0.19102, -3.06460, 1.11625], [-0.90432, -2.55465, 0.28309], [-1.26266, -3.39304, -0.85037], [-0.13967, -3.35548, -1.89964], [0.60818, -2.08358, -1.84436], [2.70594, -2.11842, -2.19480], [2.14781, -3.22161, -0.97157], [3.31661, -1.51672, 0.19059], [2.60595, -0.23387, -0.79274], [1.55044, -0.03738, 1.13202], [1.93407, -2.31918, 2.16038], [0.44571, -1.41388, 2.46405], [0.80790, -3.71951, 0.50379], [-0.17818, -3.68462, 1.93817], [-1.70546, -2.28582, 0.84380], [-1.46333, -4.43154, -0.56612], [-2.18360, -2.98687, -1.27103], [0.54191, -4.19841, -1.76918], [-0.58773, -3.47893, -2.88592], [0.63627, -1.68773, -2.77096], [0.61650, 3.77336, -0.65026], [0.41020, 2.34853, -1.05227], [-0.12157, 1.46828, -0.28436], [-0.52216, 1.89195, 0.96301], [-1.33340, 1.03866, 1.54722], [-1.66212, -0.09887, 1.04051], [-1.87505, 1.39610, 2.87811], [-1.56556, 2.61207, 3.48549], [-2.08094, 2.91276, 4.73362], [-2.90977, 2.00620, 5.38348], [-3.22354, 0.79800, 4.78102], [-2.70805, 0.49211, 3.53180], [0.79362, 1.93122, -2.42409], [1.50841, 2.79435, -3.25224], [1.79440, 2.40807, -4.55187], [1.34364, 1.17693, -4.99009], [0.64783, 0.38109, -4.09164], [0.38599, 0.72338, -2.83618], [0.19374, 3.95471, 0.33027], [0.15058, 4.43883, -1.37794], [1.68373, 4.00425, -0.62570], [-0.92416, 3.31329, 2.97084], [-1.84001, 3.85762, 5.20159], [-3.31334, 2.24503, 6.35823], [-3.87381, 0.09396, 5.28255], [-2.95678, -0.44270, 3.05023], [1.83245, 3.75780, -2.89060], [2.34722, 3.06378, -5.21031], [1.51384, 0.83589, -6.00104], [0.26248, -0.58042, -4.42275]], "forces_ev_per_a": [[0.09, -0.59, -0.05], [0.07, -0.12, 0.00], [0.03, 0.07, -0.04], [-0.03, 0.15, 0.14], [-0.01, 0.04, -0.09], [-0.01, -0.15, 0.13], [-0.01, 0.32, 0.01], [-0.10, -0.12, -0.02], [-0.09, -0.01, -0.02], [0.15, 0.18, 0.00], [-0.01, 0.00, 0.01], [-0.02, 0.01, -0.01], [-0.01, 0.00, -0.02], [0.01, -0.01, 0.01], [-0.04, -0.03, 0.04], [-0.01, -0.02, -0.03], [0.02, -0.01, 0.01], [0.01, 0.01, -0.01], [-0.02, 0.02, -0.03], [-0.02, -0.18, 0.04], [-0.01, 0.02, 0.00], [0.01, 0.00, -0.01], [0.00, 0.03, 0.03], [0.03, 0.02, 0.00], [-0.04, 0.11, 0.06], [0.01, 0.02, 0.00], [-0.04, -0.03, 0.09], [-0.07, -0.08, -0.17], [-0.05, 0.30, 0.32], [0.20, -0.02, -0.23], [0.03, 0.05, -0.04], [-0.04, -0.01, 0.06], [0.02, -0.01, -0.04], [-0.02, -0.01, 0.03], [0.02, 0.04, 0.01], [-0.02, -0.04, 0.00], [0.00, 0.04, 0.01], [0.04, -0.05, -0.06], [-0.03, -0.05, 0.02], [-0.03, -0.03, 0.04], [0.00, -0.03, -0.01], [0.00, -0.05, -0.06], [-0.05, 0.19, -0.10], [0.00, -0.01, -0.01], [0.01, 0.02, 0.00], [0.00, 0.03, 0.01], [0.00, -0.01, -0.01], [0.00, 0.01, 0.01], [0.00, 0.01, 0.01], [-0.01, 0.00, 0.01], [0.00, -0.01, -0.02], [0.00, 0.02, 0.02], [0.00, 0.01, 0.00], [0.00, 0.00, -0.01], [0.01, 0.00, -0.01]]}

***

# 3
{"formula": "C35H48N9O2SSi3Sn", "method": "wB97M-V/def2-TZVPD", "e_homo_ev": -14.89, "max_force_ev_per_a": 2.16, "lumo_ha": -0.289, "charge": 3, "species": ["Sn", "C", "O", "Si", "C", "C", "C", "Si", "C", "C", "C", "Si", "C", "C", "C", "H", "H", "H", "H", "H", "H", "H", "H", "H", "H", "H", "H", "H", "H", "H", "H", "H", "H", "H", "H", "H", "H", "H", "H", "H", "H", "H", "C", "N", "C", "N", "C", "N", "C", "C", "C", "C", "C", "C", "C", "N", "N", "C", "O", "C", "C", "C", "C", "C", "C", "N", "C", "N", "C", "N", "C", "H", "H", "H", "H", "H", "H", "H", "H", "H", "H", "H", "H", "H", "H", "H", "H", "S", "C", "N", "C", "C", "C", "C", "H", "H", "H", "H", "H"], "xyz": [[0.89610, 0.95077, 0.30846], [-1.92778, -0.44962, -1.85407], [-1.60758, -1.37006, -0.81091], [-2.46609, -2.79968, -0.75261], [-4.26846, -2.42415, -0.46007], [-2.32747, -3.78679, -2.33580], [-1.61329, -3.62462, 0.74630], [-0.30229, -4.70256, 0.40919], [0.87493, -5.40596, 1.64482], [0.51769, -4.78711, -1.24759], [-2.27878, -5.32246, 0.63286], [-2.30588, -3.19208, 2.51014], [-1.98257, -1.34259, 2.54011], [-4.10503, -3.65028, 2.69073], [-1.31859, -3.98829, 3.88291], [-2.80924, 0.14416, -1.60178], [-2.10496, -0.94844, -2.81126], [-1.08130, 0.22480, -2.00088], [-4.67199, -1.95618, -1.36307], [-4.44348, -1.74615, 0.37594], [-4.85839, -3.33175, -0.29981], [-3.22009, -3.60992, -2.94080], [-2.26731, -4.86687, -2.18286], [-1.46456, -3.49514, -2.93826], [1.66801, -4.66408, 1.78730], [1.34500, -6.29946, 1.22657], [0.45871, -5.67687, 2.61334], [0.56057, -3.79344, -1.69666], [0.03208, -5.45341, -1.96355], [1.53448, -5.15580, -1.10571], [-2.50163, -5.60150, 1.65548], [-1.89095, -6.19785, 0.07979], [-3.20649, -5.03383, 0.14849], [-2.50941, -0.79225, 1.75797], [-0.90541, -1.17043, 2.44074], [-2.29198, -0.92421, 3.50364], [-4.78942, -2.96689, 2.19066], [-4.37308, -3.64305, 3.75041], [-4.31877, -4.66039, 2.33540], [-0.24771, -3.78489, 3.82396], [-1.46553, -5.06879, 3.96878], [-1.68169, -3.55545, 4.82033], [4.04890, 4.64777, -2.99697], [3.10077, 3.64588, -2.47393], [3.22835, 2.76327, -1.49046], [2.06377, 2.13806, -1.32069], [1.24929, 2.69951, -2.26460], [1.84623, 3.61766, -2.96951], [4.66289, 5.47673, -1.89460], [5.95638, 5.96515, -2.03941], [6.49266, 6.81887, -1.08638], [5.76267, 7.15343, 0.04600], [4.49078, 6.62168, 0.21767], [3.93281, 5.81046, -0.76309], [3.74584, 6.84340, 1.46405], [3.28508, 7.90970, 2.02180], [2.74633, 7.52702, 3.22758], [2.91299, 6.25096, 3.32879], [3.52241, 5.74074, 2.23138], [2.62610, 5.35042, 4.43991], [1.95464, 5.79648, 5.57641], [1.77315, 4.92826, 6.64144], [2.24185, 3.61952, 6.57516], [2.89943, 3.17323, 5.43789], [3.41865, 1.75485, 5.33980], [3.25347, 1.25876, 3.96289], [2.10751, 1.11202, 3.32210], [2.35847, 0.77404, 2.05691], [3.73167, 0.74074, 1.99588], [4.29457, 1.03779, 3.13434], [3.09841, 4.04542, 4.37625], [3.43545, 5.25384, -3.65972], [4.80891, 4.15635, -3.60120], [4.13877, 2.60887, -0.93370], [0.22265, 2.41086, -2.43367], [6.53973, 5.70265, -2.91488], [7.49122, 7.21317, -1.21860], [6.18251, 7.80149, 0.80461], [2.92383, 5.43542, -0.61913], [1.61203, 6.82227, 5.62679], [1.26939, 5.27143, 7.53562], [2.09245, 2.95168, 7.41682], [2.86960, 1.08933, 6.00310], [4.47755, 1.66691, 5.57107], [1.13684, 1.24543, 3.77348], [4.29887, 0.48067, 1.11594], [3.64272, 3.72468, 3.49605], [0.52268, 3.12456, 1.73178], [-0.37071, 4.48634, 1.10368], [-1.14916, 5.11372, 2.02166], [-1.82283, 6.25998, 1.79986], [-1.76104, 6.85873, 0.57127], [-0.98076, 6.25313, -0.40845], [-0.28794, 5.08163, -0.14430], [-1.19672, 4.69778, 2.94515], [-2.38839, 6.65286, 2.63286], [-2.29834, 7.77797, 0.38947], [-0.89681, 6.70765, -1.38836], [0.33965, 4.64857, -0.90260]], "forces_ev_per_a": [[-0.29, 0.26, 0.17], [-0.01, 0.00, 0.01], [0.00, 0.01, -0.41], [0.07, 0.42, 0.24], [0.10, -0.15, 0.01], [0.03, 0.06, 0.00], [-1.81, -0.96, 0.16], [2.15, 0.01, -0.22], [-0.43, -0.44, 0.19], [-0.23, -0.13, -0.14], [-0.53, 0.91, 0.41], [0.46, 0.71, -0.20], [-0.17, 0.06, 0.39], [-0.03, -0.04, -0.01], [-0.06, -0.08, -0.09], [0.01, -0.02, 0.02], [0.00, -0.03, 0.04], [0.02, -0.01, 0.03], [0.03, -0.01, 0.01], [0.02, -0.02, -0.03], [-0.02, 0.08, 0.01], [0.02, -0.01, 0.02], [-0.05, 0.06, -0.01], [-0.02, -0.02, 0.05], [-0.06, 0.02, 0.00], [0.01, 0.06, -0.05], [0.03, 0.13, -0.01], [-0.02, -0.03, -0.02], [0.01, 0.05, 0.03], [-0.01, 0.02, 0.03], [0.17, -0.45, -0.04], [0.20, 0.15, -0.12], [-0.06, -0.51, -0.17], [0.08, -0.08, -0.03], [-0.02, 0.01, -0.08], [0.02, -0.02, -0.05], [0.06, -0.02, -0.03], [0.11, 0.03, 0.02], [-0.08, 0.05, 0.03], [-0.04, 0.01, -0.01], [0.02, 0.06, -0.02], [0.00, -0.02, -0.02], [0.01, 0.01, 0.12], [-0.03, -0.02, -0.03], [0.08, 0.24, -0.13], [0.01, -0.13, 0.30], [0.07, -0.10, -0.10], [-0.02, -0.03, 0.01], [-0.04, -0.05, 0.01], [-0.01, 0.10, -0.07], [0.00, 0.01, 0.03], [0.03, -0.02, -0.02], [-0.09, 0.10, -0.09], [0.06, -0.08, 0.07], [-0.13, 0.09, 0.30], [0.27, 0.00, -0.54], [-0.26, -0.27, 0.48], [0.05, 0.38, -0.25], [0.11, -0.22, -0.01], [0.02, -0.08, 0.03], [0.04, 0.01, 0.03], [0.00, 0.00, -0.01], [-0.09, -0.03, 0.05], [0.07, 0.03, -0.09], [-0.08, 0.02, -0.02], [-0.17, -0.05, 0.07], [0.07, -0.14, 0.13], [0.30, 0.06, -0.41], [-0.06, 0.05, 0.13], [-0.04, -0.04, 0.00], [-0.01, -0.03, 0.04], [0.04, 0.05, -0.07], [0.00, -0.10, 0.04], [-0.04, 0.04, 0.02], [0.01, 0.02, 0.03], [-0.01, 0.00, 0.03], [-0.02, -0.01, 0.00], [-0.01, -0.01, -0.03], [0.02, 0.02, 0.00], [0.01, -0.02, 0.00], [0.01, -0.01, -0.02], [0.01, 0.03, -0.03], [0.02, -0.03, 0.04], [0.05, 0.04, -0.05], [0.05, 0.03, -0.01], [-0.04, 0.01, 0.01], [-0.01, 0.02, 0.02], [0.12, 0.00, -0.21], [-0.12, 0.09, 0.23], [-0.03, 0.03, -0.01], [0.02, -0.05, 0.07], [-0.03, 0.05, -0.02], [0.04, -0.03, -0.07], [-0.03, 0.05, -0.08], [-0.01, -0.01, 0.01], [0.01, -0.01, 0.00], [0.02, -0.02, 0.00], [-0.01, -0.01, 0.03], [0.08, -0.08, -0.07]]}

***

# 4
{"formula": "C19H26N2O3", "method": "wB97M-V/def2-TZVPD", "e_homo_ev": -8.38, "smiles": "C=CCNC(=O)N1CCC[C@@H](C(=O)c2cccc(OC(C)C)c2)C1", "max_force_ev_per_a": 0.87, "e_above_lowest_ev": 1.466, "lumo_ha": 0.020, "charge": 0, "species": ["C", "C", "C", "N", "C", "O", "N", "C", "C", "C", "C", "C", "O", "C", "C", "C", "C", "C", "O", "C", "C", "C", "C", "C", "H", "H", "H", "H", "H", "H", "H", "H", "H", "H", "H", "H", "H", "H", "H", "H", "H", "H", "H", "H", "H", "H", "H", "H", "H", "H"], "xyz": [[3.52334, 3.37250, 3.76236], [2.82348, 2.51550, 3.04388], [2.17305, 2.84384, 1.73407], [2.58485, 1.93529, 0.68012], [1.80143, 0.86113, 0.36283], [0.67002, 0.73744, 0.80107], [2.36539, -0.08517, -0.46431], [3.33947, 0.23075, -1.49020], [2.63106, 0.71063, -2.76047], [1.64268, -0.34856, -3.24149], [0.66981, -0.72600, -2.12243], [-0.23781, -1.86896, -2.54150], [-0.02353, -2.49230, -3.56007], [-1.35717, -2.23462, -1.63884], [-1.90187, -3.50601, -1.81441], [-2.94500, -3.93307, -1.01471], [-3.47351, -3.08778, -0.06300], [-2.95681, -1.79824, 0.11327], [-3.59582, -1.06396, 1.05130], [-3.32166, 0.32170, 1.24408], [-2.18996, 0.52293, 2.24838], [-4.62523, 0.93275, 1.75489], [-1.87966, -1.38262, -0.66296], [1.47668, -1.15187, -0.88298], [3.97179, 3.09859, 4.70184], [3.66464, 4.39341, 3.44583], [2.68773, 1.49321, 3.37127], [2.40928, 3.86825, 1.43069], [1.08778, 2.73154, 1.82342], [3.57916, 1.86704, 0.53642], [4.04562, 0.98485, -1.14191], [3.90013, -0.68554, -1.70237], [3.36867, 0.91792, -3.53706], [2.09918, 1.63889, -2.53689], [1.08500, 0.01727, -4.10522], [2.18138, -1.24525, -3.55514], [0.06745, 0.14517, -1.85035], [-1.48526, -4.14407, -2.57818], [-3.35528, -4.92372, -1.14121], [-4.29918, -3.39137, 0.56151], [-3.06259, 0.78551, 0.28256], [-2.39340, -0.05847, 3.14458], [-1.23346, 0.21715, 1.83603], [-2.12356, 1.57363, 2.51744], [-4.50846, 2.00422, 1.88935], [-5.42838, 0.74914, 1.04555], [-4.89352, 0.48029, 2.70579], [-1.45444, -0.40444, -0.51053], [0.81143, -1.38949, -0.05235], [2.08506, -2.02902, -1.11996]], "forces_ev_per_a": [[0.07, 0.05, 0.12], [-0.10, -0.06, -0.23], [-0.22, 0.12, 0.01], [0.27, 0.17, -0.05], [0.36, -0.09, -0.15], [-0.39, 0.00, 0.15], [-0.01, -0.22, 0.13], [0.12, 0.39, -0.24], [0.08, -0.22, 0.07], [-0.15, 0.17, 0.10], [0.33, -0.22, -0.30], [0.26, 0.36, -0.11], [-0.01, 0.02, 0.10], [-0.60, -0.63, 0.08], [0.24, 0.14, -0.09], [-0.03, 0.07, 0.05], [0.07, 0.23, 0.08], [-0.02, -0.37, -0.20], [-0.09, -0.07, 0.09], [-0.03, 0.51, 0.28], [-0.12, -0.24, -0.38], [0.27, -0.25, -0.29], [-0.03, 0.15, 0.08], [-0.45, 0.02, 0.22], [0.06, -0.10, 0.18], [0.01, 0.20, -0.13], [0.00, -0.13, 0.12], [-0.09, -0.05, 0.10], [0.16, 0.13, -0.05], [-0.08, -0.10, -0.04], [0.03, -0.12, -0.02], [0.05, 0.10, 0.03], [0.01, 0.07, -0.02], [0.05, 0.09, 0.00], [0.04, -0.08, -0.05], [-0.03, -0.01, -0.06], [-0.03, -0.03, 0.07], [0.03, -0.03, -0.05], [-0.04, -0.08, 0.00], [-0.10, -0.02, 0.07], [-0.03, -0.11, 0.07], [-0.08, -0.03, 0.12], [0.07, -0.01, 0.04], [0.05, 0.13, 0.03], [0.01, 0.12, 0.04], [-0.09, 0.02, -0.04], [-0.03, -0.03, 0.13], [0.10, 0.14, 0.06], [0.12, -0.07, -0.11], [-0.02, 0.00, -0.02]]}